<1>
A 2-piece molecular cluster, C10H13O2 overall, computed with ωB97M-V/def2-TZVPD.

```
25
Properties=species:S:1:pos:R:3
C -0.28 -2.96 1.57
C 0.11 -1.89 2.62
O -0.72 -1.88 3.54
O 1.12 -1.18 2.53
H -0.99 -3.82 1.88
H 0.70 -3.27 1.03
H -0.90 -2.57 0.79
C 1.42 0.96 0.07
C 2.79 1.41 -0.43
C 0.01 0.98 -0.51
C -1.12 0.62 0.32
C -0.12 1.25 -1.83
C -2.28 0.57 -0.28
C -1.43 1.10 -2.53
C -2.45 0.72 -1.65
H 1.56 -0.09 0.21
H 1.39 1.49 1.15
H 3.49 0.63 -0.19
H -0.84 0.51 1.41
H 0.69 1.37 -2.65
H -3.15 0.18 0.18
H -1.61 1.51 -3.48
H -3.50 0.56 -2.06
H 3.19 2.36 -0.23
H 2.90 1.43 -1.47
```

Its net charge is -1. As for the LUMO energy: 3.4 eV. Its HOMO-LUMO gap is 0.264 Ha. The highest occupied orbital energy comes out at -3.83 eV.

<2>
A 2-piece molecular cluster, C10H13O2 overall, computed with ωB97M-V/def2-TZVPD.

```
25
Properties=species:S:1:pos:R:3
C -1.80 -1.54 0.74
C -1.99 -0.03 0.75
C -2.26 -2.15 -0.71
O -3.49 -2.06 -0.88
O -1.35 -2.55 -1.47
H -0.73 -1.78 0.58
H -2.36 -2.17 1.41
H -2.10 0.44 -0.24
H -1.03 0.26 1.23
H -2.88 0.29 1.26
C 1.65 -0.98 -0.75
C 1.88 1.93 1.74
C 1.82 3.02 0.92
C 1.88 0.63 1.24
C 1.62 0.38 -0.12
C 1.53 2.79 -0.46
C 1.45 1.51 -0.94
H 2.19 1.99 2.78
H 1.70 4.06 1.21
H 2.04 -0.30 1.83
H 1.26 3.56 -1.19
H 2.59 -1.13 -1.29
H 0.80 -1.22 -1.38
H 1.13 1.34 -1.99
H 1.60 -1.82 -0.02
```

Its net charge is -1. As for the LUMO energy: 3.2 eV. Its HOMO-LUMO gap is 0.249 Ha. The highest occupied orbital energy comes out at -3.58 eV.

<3>
A 2-piece molecular cluster, C10H13O2 overall, computed with ωB97M-V/def2-TZVPD.

```
25
Properties=species:S:1:pos:R:3
C 1.66 -0.17 1.72
C 2.08 -0.52 0.29
C 1.62 1.35 1.97
O 2.73 1.91 2.03
O 0.48 1.88 1.98
H 0.75 -0.71 2.01
H 2.36 -0.65 2.40
H 1.28 -0.39 -0.44
H 2.60 -1.48 0.24
H 2.85 0.19 0.04
C -1.88 0.60 0.81
C -1.31 -2.20 -1.65
C -1.04 -1.51 -2.82
C -1.59 -1.54 -0.47
C -1.56 -0.13 -0.44
C -1.02 -0.14 -2.81
C -1.22 0.53 -1.62
H -1.39 -3.27 -1.72
H -0.76 -2.04 -3.73
H -1.59 -1.95 0.54
H -0.56 0.31 -3.68
H -1.05 1.26 1.12
H -1.98 -0.04 1.70
H -1.29 1.60 -1.58
H -2.77 1.23 0.77
```

Its net charge is -1. As for the LUMO energy: 3.4 eV. Its HOMO-LUMO gap is 0.277 Ha. The highest occupied orbital energy comes out at -4.16 eV.

Decreasing stability: <3>, <2>, <1>

<1>
An isolated ion of composition C3H8NS and charge +1, computed with ωB97M-V/def2-TZVPD.

```
13
Properties=species:S:1:pos:R:3
C -1.48 1.06 0.13
C 0.41 -0.14 0.49
C 1.44 -1.14 0.01
N -0.32 0.60 -0.48
S -2.22 -0.71 0.52
H -1.14 1.63 1.01
H -2.15 1.58 -0.48
H 0.49 0.26 1.45
H 0.84 -2.04 -0.44
H 2.14 -1.60 0.76
H 2.00 -0.66 -0.84
H -0.33 -0.13 -1.22
H 0.32 1.27 -0.92
```

Its net charge is +1. As for the LUMO energy (spin up / spin down): -6.6 / -6.6 eV. Its HOMO-LUMO gap (spin up / spin down) is 0.260 / 0.260 Ha. The highest occupied orbital energy (spin up / spin down) comes out at -13.72 / -13.72 eV.

<2>
A 2-piece molecular cluster, C3H8NS overall, computed with ωB97M-V/def2-TZVPD.

```
13
Properties=species:S:1:pos:R:3
C -1.71 0.64 1.11
C -0.73 0.56 0.24
C 0.52 -0.17 0.18
N 0.50 -1.09 -1.01
S 2.05 0.81 0.34
H -2.52 1.32 0.99
H -1.60 0.23 2.15
H -0.79 1.04 -0.74
H 0.78 -1.23 1.32
H 1.43 -1.03 -1.46
H -0.22 -0.73 -1.71
H 0.48 -2.00 -0.75
H 1.82 1.66 -0.66
```

Its net charge is +1. As for the LUMO energy: -3.9 eV. Its HOMO-LUMO gap is 0.375 Ha. The highest occupied orbital energy comes out at -14.11 eV.

Decreasing stability: <2>, <1>

<1>
A 2-piece molecular cluster, C4H13NO2 overall, computed with ωB97M-V/def2-TZVPD.

```
20
Properties=species:S:1:pos:R:3
C 1.46 0.95 0.60
N 0.33 0.03 0.34
C 1.06 0.19 -2.10
C -0.01 -0.15 -1.06
C -0.27 -1.64 -1.33
O -0.94 -2.30 -0.24
H 1.66 0.79 1.67
H 2.34 0.51 0.15
H 1.34 2.03 0.48
H -0.47 0.46 0.83
H 0.87 -0.26 -3.08
H 1.19 1.24 -2.36
H 2.01 -0.25 -1.78
H -0.93 0.39 -1.34
H 0.66 -2.21 -1.43
H -0.84 -1.77 -2.26
H -0.37 -2.03 0.53
H -3.47 0.77 3.85
H -2.43 1.86 4.02
O -3.18 1.42 4.50
```

Its spin multiplicity is 2. Its net charge is -1. As for the expectation value of S²: 0.751. As for the LUMO energy (spin up / spin down): 3.6 / 3.5 eV. Its HOMO-LUMO gap (spin up / spin down) is 0.098 / 0.344 Ha. The highest occupied orbital energy (spin up / spin down) comes out at 0.90 / -5.87 eV.

<2>
A 3-piece molecular cluster, C4H13NO2 overall, computed with ωB97M-V/def2-TZVPD.

```
20
Properties=species:S:1:pos:R:3
C -0.97 -0.34 -1.04
N 0.04 0.70 -1.33
C -0.69 1.84 -1.97
C -2.21 1.56 -1.87
C -2.36 0.22 -1.16
H -0.77 -1.04 -0.23
H -0.85 -1.09 -1.84
H 0.53 0.96 -0.48
H -0.13 1.90 -2.92
H -0.56 2.79 -1.46
H -2.71 2.45 -1.48
H -2.63 1.53 -2.88
H -3.08 -0.46 -1.62
H -2.69 0.28 -0.11
H 3.27 1.44 3.58
H 4.25 0.91 4.58
O 3.79 1.74 4.35
H 0.43 -5.13 1.15
H 1.63 -5.02 2.34
O 1.26 -4.79 1.49
```

Its spin multiplicity is 2. Its net charge is -1. As for the expectation value of S²: 0.750. As for the LUMO energy (spin up / spin down): 3.5 / 3.5 eV. Its HOMO-LUMO gap (spin up / spin down) is 0.086 / 0.336 Ha. The highest occupied orbital energy (spin up / spin down) comes out at 1.13 / -5.67 eV.

Decreasing stability: <1>, <2>

<1>
One molecule with the formula C12H17P, computed with ωB97M-V/def2-TZVPD.

```
30
Properties=species:S:1:pos:R:3
C 2.91 0.04 0.82
C 2.52 -1.31 0.87
C 2.17 1.12 0.40
C 1.40 -1.86 0.50
C 0.59 0.58 -1.46
C 0.38 -0.74 -1.47
C 0.70 1.23 -0.07
C 0.20 -1.35 -0.20
C 0.42 2.71 -0.12
C -0.97 -2.36 -0.31
C -3.16 0.03 0.67
C -2.02 0.84 0.23
P -0.36 0.19 1.00
H 4.02 0.25 0.93
H 3.22 -2.09 1.26
H 2.76 2.02 0.36
H 1.27 -2.93 0.76
H 0.64 1.09 -2.38
H 0.32 -1.29 -2.43
H -0.15 2.89 -1.01
H 1.35 3.28 -0.17
H -0.04 3.14 0.74
H -1.63 -2.25 0.53
H -0.50 -3.31 -0.55
H -1.65 -2.03 -1.10
H -3.05 -0.27 1.76
H -4.13 0.47 0.70
H -3.35 -0.76 -0.06
H -2.04 1.82 0.60
H -1.82 0.86 -0.78
```

Its net charge is 0. As for the LUMO energy: 0.8 eV. Its HOMO-LUMO gap is 0.322 Ha. The highest occupied orbital energy comes out at -7.99 eV.

<2>
One molecule with the formula C12H17P, computed with ωB97M-V/def2-TZVPD.

```
30
Properties=species:S:1:pos:R:3
C -1.57 -3.40 -2.12
C -1.77 -2.14 -2.61
C -0.76 -3.50 -1.01
C -1.14 -0.95 -2.19
C -0.07 -2.38 -0.52
C -0.19 -1.14 -1.15
C 1.40 2.61 -1.71
C 0.50 1.64 -1.61
C 1.46 -0.09 2.14
C 0.96 2.14 1.48
C -0.92 0.29 1.38
C 0.58 0.63 1.18
P 1.05 0.18 -0.70
H -2.14 -4.28 -2.48
H -2.41 -2.02 -3.54
H -0.61 -4.50 -0.47
H -1.43 -0.04 -2.72
H 0.65 -2.50 0.19
H 1.41 3.51 -2.15
H 2.20 2.42 -0.92
H -0.36 1.48 -2.32
H 1.80 0.60 2.96
H 0.94 -0.90 2.65
H 2.46 -0.36 1.76
H 0.17 2.81 1.03
H 1.98 2.45 1.11
H 0.80 2.40 2.52
H -1.63 0.88 0.75
H -1.24 -0.75 1.04
H -1.14 0.59 2.40
```

Its net charge is 0. As for the LUMO energy: 0.9 eV. Its HOMO-LUMO gap is 0.325 Ha. The highest occupied orbital energy comes out at -7.96 eV.

Decreasing stability: <2>, <1>

<1>
One molecule with the formula C22H19NO, computed with ωB97M-V/def2-TZVPD.

```
43
Properties=species:S:1:pos:R:3
O -0.48 -1.06 0.80
C -1.83 -1.10 0.88
C -2.29 -2.48 0.86
C -3.62 -2.74 0.93
C -4.58 -1.73 0.95
C -6.00 -2.02 0.96
N -7.15 -2.22 0.95
C -4.15 -0.39 0.99
C -2.77 -0.05 0.97
H -1.48 -3.19 0.76
H -3.94 -3.80 0.94
H -4.96 0.37 1.05
H -2.48 0.98 1.04
C 5.80 -0.87 2.60
C 4.47 -0.46 2.00
C 3.44 0.01 2.82
C 2.18 0.26 2.29
C 1.86 0.00 0.95
C 0.44 0.31 0.54
C 0.07 0.84 -0.80
C -0.96 1.80 -0.85
C -1.54 2.20 -2.04
C -0.96 1.81 -3.25
C -1.64 2.16 -4.54
C 0.21 1.07 -3.22
C 0.73 0.60 -2.02
C 2.95 -0.25 0.11
C 4.23 -0.52 0.64
H 6.49 -1.23 1.84
H 6.28 -0.04 3.13
H 5.64 -1.67 3.32
H 3.63 0.18 3.88
H 1.41 0.69 2.94
H -0.06 0.86 1.33
H -1.34 2.21 0.10
H -2.44 2.83 -2.03
H -1.07 1.82 -5.41
H -2.62 1.68 -4.58
H -1.81 3.24 -4.63
H 0.73 0.85 -4.17
H 1.65 0.02 -2.04
H 2.87 -0.21 -0.96
H 5.06 -0.77 -0.04
```

Its net charge is 0. As for the LUMO energy: 0.2 eV. Its HOMO-LUMO gap is 0.316 Ha. The highest occupied orbital energy comes out at -8.40 eV.

<2>
One molecule with the formula C22H19NO, computed with ωB97M-V/def2-TZVPD.

```
43
Properties=species:S:1:pos:R:3
O -0.60 0.70 0.72
C 0.12 1.08 1.83
C -0.10 2.41 2.22
C 0.58 2.95 3.31
C 1.51 2.20 4.03
C 2.25 2.81 5.10
N 2.85 3.32 5.97
C 1.69 0.86 3.66
C 0.98 0.28 2.61
H -0.81 3.02 1.67
H 0.40 4.00 3.59
H 2.42 0.28 4.22
H 1.13 -0.77 2.46
C -5.66 -1.23 -2.53
C -4.29 -1.09 -1.92
C -4.05 -1.55 -0.62
C -2.82 -1.34 0.00
C -1.76 -0.76 -0.71
C -0.48 -0.56 0.09
C 0.86 -0.59 -0.60
C 1.87 -1.22 0.12
C 3.19 -1.10 -0.29
C 3.49 -0.43 -1.47
C 4.93 -0.25 -1.86
C 2.45 0.02 -2.28
C 1.14 0.04 -1.81
C -1.98 -0.36 -2.04
C -3.22 -0.56 -2.63
H -5.68 -0.83 -3.55
H -5.96 -2.28 -2.58
H -6.44 -0.71 -1.96
H -4.84 -2.08 -0.10
H -2.67 -1.62 1.05
H -0.48 -1.38 0.83
H 1.59 -1.79 1.01
H 3.99 -1.54 0.31
H 5.02 0.17 -2.87
H 5.47 0.40 -1.17
H 5.44 -1.22 -1.85
H 2.67 0.38 -3.29
H 0.36 0.55 -2.37
H -1.20 0.12 -2.60
H -3.35 -0.31 -3.68
```

Its net charge is 0. As for the LUMO energy: 0.6 eV. Its HOMO-LUMO gap is 0.346 Ha. The highest occupied orbital energy comes out at -8.81 eV.

Decreasing stability: <2>, <1>

<1>
A 2-piece molecular cluster, C2H3NO6 overall, computed with ωB97M-V/def2-TZVPD.

```
12
Properties=species:S:1:pos:R:3
C -0.09 -0.04 -0.96
C -0.37 -0.15 0.47
N -3.31 -0.28 0.21
O -4.44 -0.44 0.55
O -2.93 -0.24 -0.91
O -0.07 -1.31 -0.11
O 1.02 0.39 -1.48
O 0.10 0.31 1.62
O -2.39 -0.18 1.12
H -1.03 -0.22 -1.69
H 1.59 0.89 -0.83
H 0.47 -0.29 2.28
```

Its net charge is 0. As for the LUMO energy: -0.5 eV. Its HOMO-LUMO gap is 0.339 Ha. The highest occupied orbital energy comes out at -9.69 eV.

<2>
One molecule with the formula C2H3NO6, computed with ωB97M-V/def2-TZVPD.

```
12
Properties=species:S:1:pos:R:3
C 1.38 -0.20 0.36
C -0.03 0.07 0.31
N -1.49 1.17 -1.49
O -1.27 0.43 -2.35
O -0.41 1.19 -0.33
O 0.62 -0.98 -0.45
O 2.02 -0.78 1.47
O -0.79 -0.55 1.24
O -2.29 1.99 -1.30
H 2.05 0.49 -0.16
H 1.37 -1.47 1.91
H -1.17 -1.34 0.79
```

Its net charge is 0. As for the LUMO energy: -0.1 eV. Its HOMO-LUMO gap is 0.383 Ha. The highest occupied orbital energy comes out at -10.48 eV.

Decreasing stability: <2>, <1>